# 1
A molecular structure, C38H45CrF3N3S2, computed with ωB97M-V with the def2-TZVPD basis set.

The calculation puts the LUMO energy (spin up / spin down) at 2.314 / 2.218 eV. Its electronic energy is -102852.8467 eV. The spin multiplicity is 5. Its relative energy (zero: lowest compared OMol25 entry of this formula, charge and spin) is 0.00 kcal/mol. As for the total charge: -1. For the highest occupied orbital energy (spin up / spin down), the calculation gives -0.118 / -0.135 hartree.

Each line ends with the Mulliken spin population.
Element x y z (Å)
Cr 0.09 1.44 0.33  3.801
C -0.63 2.72 -4.03  0.003
C 0.85 2.45 -3.72  -0.003
C 1.37 3.37 -2.63  0.042
C 1.12 0.97 -3.49  -0.018
C 1.99 0.34 -4.38  0.004
C 2.26 -1.01 -4.29  -0.007
C 1.64 -1.75 -3.31  0.004
C 0.77 -1.17 -2.39  0.035
C 0.08 -2.07 -1.38  -0.027
C -0.99 -2.90 -2.10  -0.001
C 1.04 -2.99 -0.63  -0.001
C 0.51 0.21 -2.46  -0.032
N -0.34 0.84 -1.51  -0.141
C -1.67 0.43 -1.51  0.051
C -2.32 0.29 -0.34  0.038
N -1.62 0.42 0.87  -0.138
C -2.29 0.22 2.05  -0.028
C -3.56 -0.44 2.19  0.034
C -4.33 -0.15 3.33  -0.024
C -3.87 0.61 4.39  0.031
C -2.53 0.96 4.37  -0.021
C -1.73 0.74 3.26  0.072
C -0.23 0.93 3.41  0.053
C 0.20 1.96 4.45  0.012
C 0.43 -0.42 3.68  0.000
C -4.10 -1.64 1.39  0.002
C -5.14 -1.41 0.28  0.008
C -2.99 -2.59 0.95  -0.010
H -0.79 3.77 -4.27  0.000
H -1.24 2.47 -3.17  0.003
H -0.97 2.12 -4.88  0.001
H 1.41 2.69 -4.63  0.000
H 0.71 3.38 -1.77  -0.028
H 1.45 4.40 -3.00  -0.001
H 2.35 3.05 -2.26  -0.004
H 2.45 0.94 -5.16  0.000
H 2.94 -1.48 -4.99  -0.001
H 1.84 -2.82 -3.24  0.000
H -0.40 -1.42 -0.64  0.076
H -0.54 -3.49 -2.90  0.000
H -1.76 -2.25 -2.54  -0.001
H -1.48 -3.58 -1.41  0.000
H 1.49 -3.73 -1.30  0.000
H 0.49 -3.54 0.14  0.000
H 1.83 -2.43 -0.15  0.003
H -2.20 0.32 -2.46  0.012
H -3.39 0.16 -0.30  0.029
H -5.31 -0.61 3.39  -0.001
H -4.50 0.81 5.25  0.002
H -2.08 1.41 5.25  -0.001
H 0.21 1.29 2.49  -0.053
H 0.04 1.61 5.47  0.000
H -0.33 2.91 4.32  -0.001
H 1.27 2.17 4.33  -0.003
H 0.06 -0.84 4.62  0.000
H 1.52 -0.32 3.74  0.005
H 0.21 -1.13 2.88  -0.006
H -4.66 -2.18 2.16  0.001
H -4.70 -1.24 -0.70  0.000
H -5.79 -0.57 0.51  0.000
H -5.76 -2.31 0.19  0.000
H -2.36 -2.14 0.19  0.005
H -3.42 -3.50 0.53  0.000
H -2.36 -2.87 1.80  0.001
S 0.38 3.71 1.01  -0.025
C -1.29 3.59 0.74  0.187
N -2.22 3.40 1.71  0.112
C -3.56 3.12 1.20  -0.026
C -3.71 3.97 -0.05  0.007
S -2.04 4.03 -0.77  0.058
H -1.93 2.85 2.51  -0.032
H -4.31 3.38 1.95  -0.004
H -3.66 2.06 0.96  0.019
H -4.02 4.98 0.20  0.003
H -4.40 3.53 -0.76  -0.001
F 8.48 -2.76 -1.55  0.000
C 7.71 -3.25 -0.56  -0.001
F 8.49 -3.36 0.53  0.000
F 7.39 -4.51 -0.93  0.000
C 6.50 -2.41 -0.32  0.013
C 6.13 -2.04 0.97  -0.006
C 4.98 -1.28 1.17  0.015
C 4.19 -0.88 0.08  -0.003
C 4.58 -1.27 -1.21  0.021
C 5.72 -2.03 -1.41  -0.008
C 3.01 -0.11 0.27  0.075
C 1.97 0.51 0.42  -0.184
H 6.73 -2.34 1.81  0.000
H 4.69 -0.99 2.16  0.002
H 3.96 -0.97 -2.05  0.002
H 6.01 -2.32 -2.41  -0.001



# 2
A molecular structure, C38H46Cl3Ge2NiO3S2, computed with ωB97M-V with the def2-TZVPD basis set.

The calculation puts the LUMO energy (spin up / spin down) at -2.037 / -3.251 eV. Its electronic energy is -259601.7101 eV. The spin multiplicity is 3. Its relative energy (zero: lowest compared OMol25 entry of this formula, charge and spin) is 0.00 kcal/mol. As for the total charge: +1. For the highest occupied orbital energy (spin up / spin down), the calculation gives -0.383 / -0.383 hartree.

Each line ends with the Mulliken spin population.
Element x y z (Å)
Ni 0.68 0.67 -0.25  1.720
C 0.90 4.50 2.19  0.008
C 1.22 3.11 1.61  0.023
Ge -0.36 1.95 1.87  -0.007
C -1.98 2.85 1.20  0.007
C -2.72 3.58 2.33  0.000
C -0.74 1.28 3.65  0.003
C -1.05 -0.03 3.56  -0.002
Ge -0.56 -0.67 1.76  0.035
C 0.96 -1.94 1.93  0.011
C 0.63 -3.39 2.30  -0.001
C -2.13 -1.20 0.66  -0.003
C -2.50 -2.68 0.57  0.000
C -1.63 -0.85 4.64  0.005
C -1.84 -0.36 5.93  0.001
C -2.39 -1.15 6.91  0.000
C -2.76 -2.47 6.63  0.000
C -2.57 -2.97 5.36  0.000
C -2.01 -2.17 4.37  0.000
H 1.78 5.15 2.14  0.001
H 0.60 4.43 3.24  0.000
H 0.10 4.99 1.65  -0.001
H 2.08 2.67 2.11  0.000
H 1.46 3.21 0.55  -0.003
H -2.64 2.11 0.74  -0.001
H -1.69 3.54 0.41  0.001
H -3.05 2.89 3.10  0.000
H -3.60 4.09 1.95  0.000
H -2.09 4.33 2.81  0.000
H -0.89 1.87 4.54  0.001
H 1.61 -1.50 2.69  -0.001
H 1.53 -1.94 1.00  -0.005
H 0.26 -3.48 3.32  0.000
H 1.54 -4.00 2.24  -0.001
H -0.11 -3.84 1.64  0.001
H -1.95 -0.80 -0.34  0.003
H -2.96 -0.63 1.07  -0.002
H -1.70 -3.26 0.10  0.001
H -3.40 -2.82 -0.02  0.000
H -2.69 -3.11 1.55  0.000
H -1.56 0.66 6.17  0.000
H -2.54 -0.75 7.91  0.000
H -3.19 -3.09 7.40  0.000
H -2.85 -3.99 5.12  0.000
H -1.87 -2.57 3.38  0.002
O -0.98 1.40 -1.17  0.059
S -1.11 2.22 -2.45  0.006
C -0.42 1.22 -3.79  -0.002
C -0.74 -0.26 -3.66  0.000
C 0.50 -1.12 -3.94  -0.004
C 0.40 -2.53 -3.38  0.001
S 0.75 -2.56 -1.57  0.013
O 0.63 -1.11 -1.15  0.009
C 2.49 -2.91 -1.58  -0.001
C 3.41 -1.94 -1.96  0.000
C 4.76 -2.25 -1.93  0.000
C 5.17 -3.51 -1.53  0.000
C 4.25 -4.47 -1.14  0.000
C 2.89 -4.17 -1.16  0.001
C -2.84 2.04 -2.85  0.008
C -3.66 1.20 -2.12  0.000
C -5.00 1.10 -2.45  0.000
C -5.51 1.84 -3.51  0.000
C -4.69 2.69 -4.23  0.001
C -3.35 2.80 -3.90  0.000
H 0.65 1.41 -3.73  -0.001
H -0.80 1.69 -4.70  0.000
H -1.56 -0.55 -4.33  0.000
H -1.09 -0.46 -2.64  -0.002
H 1.37 -0.62 -3.50  0.002
H 0.68 -1.18 -5.01  0.000
H 1.12 -3.21 -3.83  0.001
H -0.60 -2.95 -3.49  0.000
H 3.08 -0.95 -2.25  0.002
H 5.49 -1.50 -2.22  0.000
H 6.23 -3.75 -1.51  0.000
H 4.58 -5.45 -0.82  0.000
H 2.16 -4.90 -0.84  0.000
H -3.24 0.63 -1.29  0.000
H -5.65 0.44 -1.89  0.000
H -6.56 1.76 -3.77  0.000
H -5.09 3.28 -5.04  0.000
H -2.71 3.49 -4.44  0.000
Cl 7.61 1.83 -1.66  0.001
C 5.88 1.79 -1.60  0.005
C 5.24 1.16 -0.55  -0.007
C 3.86 1.14 -0.55  -0.013
Cl 3.05 0.32 0.77  0.039
C 3.05 1.70 -1.55  0.015
O 1.74 1.65 -1.54  0.063
C 3.76 2.32 -2.59  0.009
Cl 2.86 3.06 -3.87  0.001
C 5.14 2.37 -2.63  -0.002
H 5.80 0.71 0.25  0.000
H 5.64 2.86 -3.45  0.000



# 3
3 unconnected molecules or ions with the total composition C38H46F3N4O9S2 in a non-equilibrium geometry, computed with ωB97M-V with the def2-TZVPD basis set.

The calculation puts the LUMO energy at -3.723 eV. Its electronic energy is -94355.4207 eV. As for the total charge: +1. For the highest occupied orbital energy, the calculation gives -0.410 hartree.

Each line ends with the Mulliken charge.
Element x y z (Å)
C 1.26 4.49 -2.09  -1.350
C 1.62 3.01 -2.07  -0.666
C 0.38 2.10 -1.95  -1.619
C 0.71 0.77 -1.26  0.131
C 0.34 -0.55 -1.98  -0.109
C 0.29 -0.51 -3.50  -1.193
N 0.74 -1.74 -4.15  -0.563
N -0.81 -1.16 -1.22  1.030
C -1.77 -2.04 -1.94  -1.003
C -2.37 -3.16 -1.09  -0.361
C -1.36 -4.13 -0.43  -1.010
S 0.24 -4.20 -1.30  -0.108
C 1.28 -4.81 0.03  0.169
S 1.27 -6.33 0.52  -0.129
N 2.06 -3.81 0.61  0.292
C 2.42 -3.64 1.94  -0.294
C 3.16 -2.51 2.01  -0.567
N 3.32 -1.97 0.73  -0.555
C 2.67 -2.75 -0.06  -0.602
C -1.35 -0.05 -0.35  0.017
C -2.23 -0.48 0.81  -1.940
C -3.74 -0.29 0.64  1.377
C -4.12 1.02 -0.04  -1.766
O -4.25 -0.47 1.94  -0.337
C -5.66 -0.40 2.09  -1.127
C -6.44 -1.45 1.32  0.961
C -6.74 -1.37 -0.04  0.197
C -7.49 -2.37 -0.65  -0.834
C -7.97 -3.46 0.08  -0.481
C -7.67 -3.55 1.43  -0.638
C -6.91 -2.55 2.03  -0.622
C 0.01 0.53 0.11  0.091
C -0.08 1.74 1.01  -0.066
F 0.96 2.56 0.85  -0.276
F -1.19 2.47 0.78  -0.214
F -0.08 1.38 2.30  -0.227
H 0.95 4.81 -3.08  0.307
H 0.49 4.70 -1.36  0.429
H 2.12 5.10 -1.83  0.272
H 2.28 2.85 -1.22  0.410
H 2.21 2.76 -2.95  0.339
H -0.01 1.98 -2.96  1.079
H -0.36 2.67 -1.40  0.360
H 1.78 0.77 -1.08  0.995
H 1.19 -1.19 -1.77  -0.010
H 0.97 0.29 -3.79  0.456
H -0.70 -0.21 -3.85  0.413
H 1.08 -2.43 -3.49  0.244
H 0.04 -2.14 -4.75  0.331
H -0.33 -1.74 -0.52  0.012
H -1.30 -2.47 -2.81  0.495
H -2.60 -1.43 -2.30  0.425
H -3.05 -2.80 -0.33  -0.212
H -2.98 -3.74 -1.78  0.617
H -1.78 -5.13 -0.39  0.711
H -1.16 -3.79 0.58  0.396
H 2.12 -4.31 2.72  0.531
H 3.61 -2.09 2.88  0.546
H 2.54 -2.70 -1.13  0.800
H -1.71 0.72 -1.02  0.908
H -2.02 -1.53 1.01  0.347
H -1.96 0.04 1.72  0.558
H -4.08 -1.11 -0.01  -0.598
H -3.62 1.85 0.46  0.286
H -5.19 1.20 -0.06  0.732
H -3.81 0.97 -1.08  0.253
H -6.05 0.60 1.89  0.324
H -5.84 -0.58 3.14  0.553
H -6.42 -0.53 -0.63  0.269
H -7.76 -2.32 -1.69  0.426
H -8.57 -4.22 -0.40  0.419
H -8.03 -4.37 2.03  0.394
H -6.71 -2.62 3.09  0.344
H 0.58 -0.21 0.68  0.240
C 5.75 6.66 -6.09  -0.925
C 4.48 6.65 -5.69  0.280
C 4.06 6.03 -4.38  1.099
O 2.88 6.07 -4.08  -0.605
C 5.08 5.41 -3.56  -0.969
C 6.36 5.42 -3.96  0.372
C 6.78 6.06 -5.26  0.925
O 7.96 6.04 -5.54  -0.608
O 7.35 4.87 -3.26  -0.569
O 3.49 7.18 -6.40  -0.572
H 6.06 7.11 -7.03  0.427
H 4.78 4.95 -2.63  0.441
H 8.16 5.03 -3.78  0.365
H 2.67 7.04 -5.88  0.355
C 1.41 -0.94 6.89  -0.927
C 1.82 -1.71 5.89  0.419
C 3.13 -2.45 5.93  1.021
O 3.43 -3.15 4.98  -0.582
C 3.98 -2.28 7.09  -1.030
C 3.57 -1.50 8.11  0.269
C 2.25 -0.78 8.07  1.014
O 1.94 -0.11 9.03  -0.592
O 4.29 -1.30 9.20  -0.553
O 1.10 -1.89 4.77  -0.548
H 0.47 -0.41 6.87  0.452
H 4.93 -2.80 7.11  0.449
H 3.77 -0.70 9.77  0.365
H 1.63 -2.50 4.21  0.219